No. 1
ORCA calculation (ωB97M-V/def2-TZVPD) on a structure of composition C50H56AuN5OPSi.

Results
Energy relative to the best compared isomer or geometry (same formula, charge and spin): 3.85 kcal per mole
Net charge: +1
Spin multiplicity: 3
Electronic energy: -3054.2883 Eh
Orbital gap (spin up / spin down): 6.89 / 7.11 eV
HOMO level (spin up / spin down): -9.269 / -10.826 eV

```
115
Properties=species:S:1:pos:R:3:mulliken_spin:R:1
Au -0.89 -0.81 -1.43 0.397
C 6.30 0.30 -3.02 0.000
C 5.50 0.73 -1.78 0.001
C 5.75 2.22 -1.52 0.000
C 5.99 -0.07 -0.56 -0.001
C 4.02 0.43 -1.98 0.000
C 3.61 -0.83 -2.42 0.009
C 2.26 -1.11 -2.49 -0.004
N 1.31 -0.22 -2.17 0.090
C 1.69 1.01 -1.83 0.016
C 3.02 1.35 -1.70 0.009
C 0.58 2.02 -1.69 -0.029
C 0.82 3.35 -1.45 -0.004
C -0.22 4.28 -1.45 0.003
C -1.48 3.80 -1.76 0.003
C -1.66 2.44 -1.97 -0.005
N -0.66 1.56 -1.91 -0.016
C 0.06 5.75 -1.17 -0.001
C 0.93 5.89 0.09 0.000
C 0.82 6.33 -2.38 0.000
C -1.23 6.55 -0.97 0.000
H 7.34 0.64 -2.92 0.000
H 5.88 0.75 -3.93 0.000
H 6.33 -0.78 -3.14 0.000
H 6.82 2.39 -1.41 0.000
H 5.27 2.56 -0.60 0.000
H 5.39 2.83 -2.35 0.000
H 7.06 0.09 -0.40 0.000
H 5.82 -1.15 -0.70 0.000
H 5.46 0.24 0.35 0.000
H 4.32 -1.60 -2.68 0.001
H 1.91 -2.08 -2.81 -0.016
H 3.29 2.36 -1.40 0.001
H 1.83 3.69 -1.26 0.001
H -2.34 4.45 -1.83 0.000
H -2.64 2.03 -2.20 -0.002
H 1.91 5.44 -0.03 0.000
H 0.44 5.43 0.95 0.000
H 1.08 6.95 0.31 0.000
H 1.78 5.83 -2.53 0.000
H 1.01 7.40 -2.23 0.000
H 0.23 6.22 -3.30 0.000
H -1.86 6.10 -0.19 0.000
H -1.82 6.62 -1.89 0.000
H -0.99 7.57 -0.66 0.000
N -5.28 -4.26 -3.23 0.000
C -6.06 -3.19 -2.91 -0.001
O -7.25 -3.15 -3.14 0.000
C -5.37 -2.02 -2.26 0.004
C -6.13 -1.13 -1.52 0.001
C -5.52 -0.05 -0.93 0.000
C -4.15 0.11 -1.10 0.002
N -3.40 -0.73 -1.82 0.055
C -4.02 -1.77 -2.40 0.001
H -5.72 -5.06 -3.63 0.000
H -4.34 -4.36 -2.88 0.001
H -7.20 -1.31 -1.44 0.000
H -6.08 0.67 -0.36 0.000
H -3.62 0.93 -0.63 0.006
H -3.38 -2.39 -3.02 -0.017
C -0.74 -3.90 -3.24 0.038
Si -0.71 -3.22 -1.49 0.448
C -2.12 -4.06 -0.56 0.031
C 0.89 -3.84 -0.70 -0.008
C 1.71 -3.05 0.11 -0.024
C 2.93 -3.54 0.59 0.000
C 3.33 -4.83 0.29 0.002
C 2.51 -5.64 -0.49 0.001
C 1.30 -5.15 -0.97 0.009
H -0.91 -4.98 -3.22 0.010
H 0.21 -3.72 -3.77 0.001
H -1.53 -3.44 -3.85 -0.001
H -2.11 -5.14 -0.78 0.009
H -3.10 -3.65 -0.81 -0.013
H -1.97 -3.93 0.51 -0.015
H 1.41 -2.04 0.35 0.003
H 3.56 -2.90 1.21 0.000
H 4.28 -5.21 0.66 0.000
H 2.82 -6.66 -0.72 0.000
H 0.68 -5.80 -1.58 0.001
N -1.29 -0.27 0.71 0.881
P -1.08 -0.31 2.31 -0.036
C -2.63 0.22 3.08 0.072
C -3.41 1.16 2.41 0.028
C -4.61 1.60 2.96 0.003
C -5.03 1.10 4.18 0.004
C -4.25 0.18 4.87 0.002
C -3.05 -0.27 4.32 -0.005
C 0.19 0.87 2.80 -0.009
C 0.31 1.29 4.13 0.004
C 1.28 2.22 4.47 0.003
C 2.13 2.73 3.50 -0.002
C 2.02 2.32 2.18 0.001
C 1.04 1.39 1.83 0.075
C -0.63 -1.84 3.17 -0.004
C -1.58 -2.87 3.25 0.003
C -1.25 -4.06 3.86 0.001
C 0.01 -4.24 4.41 -0.002
C 0.95 -3.22 4.35 0.001
C 0.63 -2.02 3.72 -0.008
H -3.05 1.56 1.47 -0.005
H -5.21 2.34 2.44 0.000
H -5.97 1.43 4.61 0.000
H -4.57 -0.20 5.83 0.000
H -2.45 -0.98 4.86 0.000
H -0.35 0.89 4.89 0.001
H 1.38 2.55 5.50 0.000
H 2.89 3.46 3.77 0.000
H 2.68 2.72 1.42 0.002
H 0.92 1.07 0.80 -0.001
H -2.57 -2.72 2.84 -0.006
H -1.99 -4.86 3.92 0.000
H 0.27 -5.17 4.90 0.000
H 1.93 -3.35 4.78 0.000
H 1.37 -1.23 3.66 0.001
```

No. 2
ORCA calculation (ωB97M-V/def2-TZVPD) on a cluster of 5 separate species, C2H14NO4 in total in a non-equilibrium geometry.

Results
Energy relative to the best compared isomer or geometry (same formula, charge and spin): 66.42 kcal per mole
Net charge: +1
Electronic energy: -439.9836 Eh
Orbital gap: 9.26 eV
HOMO level: -14.050 eV

```
21
Properties=species:S:1:pos:R:3:mulliken_charge:R:1
C 3.04 2.03 0.76 -0.814
C 1.84 0.71 2.23 -0.016
N 2.18 0.75 0.99 0.084
H 3.44 2.42 1.82 0.343
H 2.40 2.93 0.37 0.301
H 4.02 1.81 0.18 0.302
H 2.31 1.12 3.13 0.281
H 0.93 0.09 2.60 0.222
H 1.70 0.40 0.16 0.333
H -5.98 -2.01 -0.15 0.333
H -5.30 -2.63 1.08 0.309
O -5.31 -2.65 0.16 -0.639
H 2.18 -1.05 -2.98 0.317
H 1.29 -0.12 -2.43 0.299
O 2.21 -0.28 -2.47 -0.617
H -2.57 -0.76 -0.04 0.328
H -2.91 -1.08 -1.52 0.331
O -2.37 -0.48 -0.92 -0.693
H -0.57 1.23 -0.31 0.275
H -0.55 -0.23 -0.43 0.301
O -0.14 0.44 -0.05 -0.581
```

No. 3
ORCA calculation (ωB97M-V/def2-TZVPD) on a structure of composition C7H10N2O2S in a non-equilibrium geometry.

Results
Energy relative to the best compared isomer or geometry (same formula, charge and spin): 133.85 kcal per mole
Electronic energy: -930.7257 Eh
Orbital gap: 9.11 eV
HOMO level: -8.827 eV

```
22
Properties=species:S:1:pos:R:3:mulliken_charge:R:1
C -1.42 2.30 0.67 -1.063
C -1.81 0.91 0.23 0.516
C -2.98 0.53 -0.57 -0.666
C -2.97 -0.86 -0.74 -0.271
C -1.02 -0.14 0.52 0.315
C 0.36 0.03 0.96 -0.603
C 2.58 -0.46 0.05 0.419
H -2.45 2.88 0.52 0.361
H -1.25 2.19 1.91 0.313
H -0.30 2.75 0.09 0.090
H -3.76 1.21 -1.21 0.210
H -3.77 -1.63 -1.00 0.331
H 0.90 -0.77 1.65 0.432
H 0.33 0.97 1.65 0.211
H 1.89 2.16 -0.14 0.361
H 4.41 -0.44 -1.09 0.261
H 3.32 1.28 -0.90 0.290
N 1.40 0.20 -0.21 0.214
N 3.63 0.13 -0.59 -0.412
O 1.54 1.59 -0.83 -0.580
O 2.75 -1.57 0.58 -0.631
S -1.58 -1.68 -0.04 -0.099
```

No. 4
ORCA calculation (ωB97M-V/def2-TZVPD) on a cluster of 2 separate species, C10H16 in total in a non-equilibrium geometry.

Results
Energy relative to the best compared isomer or geometry (same formula, charge and spin): 59.62 kcal per mole
SMILES: Cc1ccccc1.CCC
Electronic energy: -390.5409 Eh
Orbital gap: 9.94 eV
HOMO level: -8.987 eV

```
26
Properties=species:S:1:pos:R:3:mulliken_charge:R:1
C 2.46 -0.98 0.11 -1.234
C 1.44 -1.20 1.26 0.645
C 0.80 0.04 1.57 -0.113
C -0.28 0.09 2.33 -0.474
C -0.79 -1.08 2.89 -0.232
C -0.19 -2.28 2.71 -0.660
C 0.99 -2.31 1.93 -0.364
H 1.78 -1.10 -0.79 0.196
H 3.14 -1.81 0.04 0.389
H 3.03 -0.06 0.04 0.315
H 0.97 0.91 0.89 0.244
H -1.03 0.97 2.43 0.207
H -1.82 -0.98 3.35 0.247
H -0.65 -3.15 2.95 0.482
H 1.49 -3.27 1.81 0.352
C 0.16 1.29 -2.64 -1.021
C -0.90 1.13 -1.59 0.283
C -2.21 1.88 -2.07 -1.541
H -0.10 2.02 -3.41 0.430
H 1.18 1.65 -2.19 0.200
H 0.10 0.32 -3.18 0.253
H -0.75 1.64 -0.55 0.023
H -1.02 -0.04 -1.62 0.178
H -2.86 1.53 -2.74 0.493
H -1.99 2.94 -2.29 0.327
H -2.94 1.84 -1.25 0.375
```

No. 5
ORCA calculation (ωB97M-V/def2-TZVPD) on a structure of composition C10H30MnOP2SSi in a non-equilibrium geometry.

Results
Spin multiplicity: 4
Electronic energy: -2995.5190 Eh
Orbital gap (spin up / spin down): 6.90 / 5.68 eV
HOMO level (spin up / spin down): -6.403 / -5.147 eV

```
46
Properties=species:S:1:pos:R:3:mulliken_spin:R:1
Mn -0.28 -0.30 1.34 3.637
Si -0.51 -3.46 1.01 0.014
P 2.67 -0.19 0.84 -0.069
P -2.59 0.24 0.97 -0.069
H 1.21 -0.48 1.60 -0.399
C 3.42 1.46 0.92 -0.051
H 4.51 1.38 0.82 0.000
H 3.18 1.93 1.88 0.004
H 3.04 2.07 0.09 0.001
C 3.34 -0.89 -0.70 -0.088
H 4.44 -0.93 -0.61 0.001
H 3.10 -0.26 -1.56 -0.002
H 2.97 -1.90 -0.90 -0.004
C 3.54 -1.16 2.10 -0.004
H 4.61 -1.19 1.85 -0.003
H 3.15 -2.18 2.14 0.003
H 3.42 -0.70 3.08 -0.004
C -3.07 1.98 1.23 0.004
H -4.16 2.09 1.22 0.000
H -2.61 2.58 0.44 -0.004
H -2.67 2.32 2.19 0.002
C -3.27 -0.20 -0.66 -0.018
H -4.36 -0.05 -0.67 0.001
H -3.06 -1.25 -0.91 0.000
H -2.80 0.45 -1.41 0.004
C -3.50 -0.75 2.21 0.007
H -4.58 -0.57 2.15 0.000
H -3.14 -0.49 3.21 0.002
H -3.29 -1.82 2.07 0.004
C -0.38 -2.67 -0.72 0.033
H 0.55 -2.11 -0.89 -0.019
H -1.25 -2.02 -0.94 0.000
H -0.41 -3.51 -1.43 0.002
H 0.50 -4.55 1.09 0.004
H -1.86 -4.06 1.10 0.001
C -0.40 2.38 -2.27 0.004
O -1.34 2.48 -1.48 0.001
C 0.82 3.28 -2.21 -0.004
H 1.50 3.15 -3.07 0.001
H 1.37 3.11 -1.28 -0.001
H 0.44 4.31 -2.18 0.000
C -0.44 1.35 -3.38 -0.010
H -1.34 1.56 -3.98 0.001
H -0.58 0.35 -2.95 -0.002
H 0.47 1.34 -4.01 0.003
S -0.36 -2.11 2.68 0.018
```

No. 6
ORCA calculation (ωB97M-V/def2-TZVPD) on a structure of composition C46H52BClN11O3ReS3 in a non-equilibrium geometry.

Results
Net charge: +1
Spin multiplicity: 2
Electronic energy: -4369.9396 Eh
Orbital gap (spin up / spin down): 4.91 / 5.30 eV
HOMO level (spin up / spin down): -9.709 / -9.684 eV

```
118
Properties=species:S:1:pos:R:3:mulliken_spin:R:1
Re 1.46 0.37 -3.07 0.826
C 6.08 -1.68 -1.99 -0.002
C 5.11 -1.60 -0.87 -0.003
C 5.25 -2.35 0.27 0.003
C 4.28 -2.25 1.30 0.000
N 3.24 -1.48 1.15 -0.002
N 3.08 -0.74 0.05 -0.005
B 1.84 0.12 0.21 0.072
N 0.52 -0.68 0.09 0.009
N -0.35 -0.41 1.05 0.004
C -1.49 -1.05 1.14 0.001
C -1.81 -2.09 0.25 0.004
C -0.93 -2.40 -0.76 0.010
C -1.20 -3.46 -1.76 0.002
C 0.25 -1.61 -0.86 0.011
S 1.30 -1.89 -2.19 0.031
C -2.37 -0.63 2.30 0.000
C -3.77 -1.26 2.23 0.000
C -2.48 0.90 2.30 -0.001
C -1.68 -1.11 3.58 0.000
N 1.76 1.01 1.50 0.003
N 1.65 0.84 2.79 0.001
C 1.55 1.92 3.53 0.000
C 1.53 3.23 2.96 0.000
C 1.62 3.40 1.60 0.001
C 1.60 4.71 0.90 0.000
C 1.75 2.20 0.88 -0.006
S 2.07 1.81 -0.75 -0.001
C 1.43 1.80 5.03 0.000
C 1.52 0.34 5.49 0.000
C 0.06 2.37 5.44 0.000
C 2.54 2.60 5.72 0.000
C 3.96 -0.76 -0.99 0.022
S 3.84 0.16 -2.43 -0.007
C 4.40 -3.01 2.59 0.000
C 4.31 -4.52 2.29 0.000
C 5.75 -2.68 3.24 0.000
C 3.27 -2.60 3.54 0.000
H 6.87 -2.38 -1.76 0.001
H 6.51 -0.70 -2.19 0.000
H 5.56 -1.99 -2.90 0.000
H 6.08 -3.02 0.38 0.000
H -2.74 -2.63 0.34 0.001
H -2.14 -3.96 -1.55 0.000
H -0.39 -4.19 -1.77 0.003
H -1.24 -3.03 -2.76 -0.011
H -4.25 -1.05 1.27 0.000
H -4.39 -0.83 3.01 0.000
H -3.72 -2.33 2.38 0.000
H -2.95 1.24 1.38 0.000
H -1.49 1.35 2.36 0.000
H -3.08 1.24 3.14 0.000
H -1.64 -2.19 3.61 0.000
H -2.23 -0.76 4.45 0.000
H -0.66 -0.72 3.62 0.001
H 1.45 4.08 3.61 0.000
H 1.51 5.53 1.61 0.000
H 0.75 4.74 0.21 0.000
H 2.50 4.84 0.31 0.000
H 0.77 -0.27 5.00 0.000
H 1.37 0.29 6.56 0.000
H 2.50 -0.07 5.26 0.000
H -0.74 1.82 4.95 0.000
H -0.03 3.42 5.18 0.000
H -0.06 2.28 6.51 0.000
H 3.52 2.23 5.41 0.000
H 2.46 2.47 6.79 0.000
H 2.48 3.66 5.50 0.000
H 5.12 -4.85 1.66 0.000
H 3.37 -4.75 1.80 0.000
H 4.35 -5.07 3.23 0.000
H 6.59 -3.01 2.63 0.000
H 5.82 -3.17 4.21 0.000
H 5.84 -1.60 3.40 0.000
H 2.30 -2.87 3.12 0.000
H 3.29 -1.53 3.70 0.000
H 3.39 -3.10 4.50 0.000
N 1.22 4.44 -2.76 0.000
C 0.84 3.36 -3.48 0.011
O 1.65 2.39 -3.56 0.003
C -0.45 3.35 -4.07 0.018
C -0.77 2.45 -5.09 -0.005
N -1.03 1.77 -5.97 0.001
C -1.44 4.22 -3.61 -0.003
N -2.24 4.90 -3.14 0.001
H 2.18 4.46 -2.44 -0.002
H 0.71 5.30 -2.82 0.001
O -0.65 1.70 -0.99 0.002
C -1.22 1.04 -1.85 -0.005
N -2.52 0.68 -1.84 0.002
C -2.91 0.06 -3.08 0.009
C -1.53 -0.19 -3.70 -0.011
O -1.26 -0.88 -4.65 0.006
N -0.61 0.47 -2.94 -0.025
C -3.71 -1.22 -2.88 0.000
C -4.53 -1.36 -1.77 -0.002
C -5.29 -2.51 -1.60 0.001
C -5.24 -3.52 -2.54 0.000
C -4.43 -3.38 -3.65 0.000
C -3.67 -2.24 -3.83 0.000
C -3.74 0.99 -3.97 0.005
C -4.45 2.05 -3.42 0.001
C -5.24 2.85 -4.22 0.000
C -5.34 2.59 -5.58 0.000
C -4.63 1.55 -6.13 0.000
C -3.83 0.75 -5.33 -0.001
H -3.18 1.17 -1.25 0.000
H -4.59 -0.58 -1.03 0.000
H -5.93 -2.59 -0.74 0.000
H -5.83 -4.41 -2.41 0.000
H -4.39 -4.16 -4.40 0.000
H -3.04 -2.15 -4.70 0.000
H -4.39 2.28 -2.36 0.000
H -5.79 3.66 -3.77 0.000
H -5.97 3.21 -6.19 0.000
H -4.69 1.35 -7.19 0.000
H -3.25 -0.05 -5.78 0.000
Cl 1.58 -0.42 -5.14 0.024
```

No. 7
ORCA calculation (ωB97M-V/def2-TZVPD) on a cluster of 2 separate species, CH5N3O in total in a non-equilibrium geometry.

Results
Energy relative to the best compared isomer or geometry (same formula, charge and spin): 112.62 kcal per mole
Electronic energy: -280.4250 Eh
Orbital gap (spin up / spin down): 8.68 / 8.02 eV
HOMO level (spin up / spin down): -7.573 / -7.866 eV

```
10
Properties=species:S:1:pos:R:3:mulliken_charge:R:1
C -0.01 0.85 -0.23 -0.655
N 2.68 -0.46 -0.28 0.186
N 0.02 -1.47 0.04 -0.214
N 0.29 -0.41 -0.78 -0.388
O 2.86 0.64 0.02 -0.255
H 0.87 1.40 -0.23 0.255
H -0.63 1.45 -0.86 0.238
H -0.33 0.66 0.71 0.395
H 0.30 -2.34 -0.25 0.214
H -0.66 -1.23 0.75 0.225
```

No. 8
ORCA calculation (ωB97M-V/def2-TZVPD) on a cluster of 3 separate species, C5H16NO in total in a non-equilibrium geometry.

Results
Energy relative to the best compared isomer or geometry (same formula, charge and spin): 154.48 kcal per mole
Net charge: +1
Electronic energy: -329.6347 Eh
Orbital gap: 3.66 eV
HOMO level: -12.315 eV

```
23
Properties=species:S:1:pos:R:3:mulliken_charge:R:1
C -0.73 0.02 0.50 -0.548
C 0.05 1.19 0.99 0.771
C -0.78 2.53 1.18 -1.564
C 1.38 1.30 0.20 -0.877
C 1.20 1.84 -1.30 -1.046
N -1.39 -4.97 -0.23 -0.576
H -0.86 -0.73 1.27 0.408
H -1.60 0.43 -0.02 0.400
H 0.38 0.84 2.05 0.304
H -0.14 3.34 1.59 0.388
H -1.60 2.20 1.92 0.393
H -1.29 2.95 0.40 0.505
H 1.93 0.32 0.48 0.383
H 2.09 2.08 0.57 0.402
H 0.67 1.07 -1.95 0.271
H 2.10 2.02 -1.81 0.395
H 0.71 2.82 -1.19 0.346
H -0.59 -5.26 0.31 0.227
H -1.61 -5.53 -1.03 0.217
H -1.47 -3.98 -0.28 0.143
H 0.19 -0.94 -0.63 0.276
H 0.55 -2.18 -1.70 0.321
O 0.82 -1.36 -1.33 -0.538
```